No. 1
17
Properties=species:S:1:pos:R:3 method="wB97M-V/def2-TZVPD" lumo_ev="-0.40 / -0.40" spin_multiplicity=1 e_tot_ev=-20262.888 e_above_lowest_ev=7.1969 total_charge=0 gap_ev="7.789 / 7.787"
C -0.3674 0.8660 0.6713
C -0.0315 -0.2143 -0.0284
C -1.8068 0.9935 0.6203
C -2.0870 0.3243 -1.3702
C -0.9893 2.0812 0.0353
C -0.7276 -0.4186 -1.2984
C 0.8568 -1.2689 0.6292
O -2.4115 -1.4491 0.8109
S -3.0226 -0.3060 0.0425
H 0.0976 0.9205 1.6004
H -0.9620 2.9263 0.6999
H -0.6911 2.3939 -1.0280
H 0.0079 -0.1061 -1.9969
H -0.9284 -1.4887 -1.5258
H 1.5393 -1.6187 -0.0386
H 0.1638 -1.9757 0.9994
H 1.4606 -0.8416 1.4529



No. 2
16
Properties=species:S:1:pos:R:3 method="wB97M-V/def2-TZVPD" lumo_ev=-0.16 spin_multiplicity=1 e_tot_ev=-18220.690 smiles="C#CC[C@@H]1CCC1=S" e_above_lowest_ev=2.6226 total_charge=0 gap_ev=8.491
C -2.0390 -1.1873 -2.3581
C -1.7592 -0.4980 -1.4006
C -1.3285 0.2536 -0.2138
C 0.1772 0.3848 -0.1515
C 0.9927 -0.8038 0.3261
C 1.7094 0.1502 1.3247
C 0.6667 1.2264 1.0562
S 0.1869 2.5333 1.8701
H -2.2804 -1.5982 -3.3305
H -1.7536 1.2713 -0.3533
H -1.7054 -0.1633 0.7700
H 0.5435 0.8704 -1.0991
H 0.3993 -1.6133 0.7344
H 1.5912 -1.1487 -0.5140
H 1.8889 -0.1399 2.3469
H 2.7100 0.4623 0.9923



No. 3
32
Properties=species:S:1:pos:R:3 method="wB97M-V/def2-TZVPD" lumo_ev="-3.84 / -3.86" spin_multiplicity=1 e_tot_ev=-102397.736 total_charge=0 gap_ev="6.777 / 6.743"
Ru -0.5552 0.0877 0.5381
O -0.1319 -0.4033 -2.1221
C 1.2379 -0.7560 -2.0987
C 2.0121 0.1860 -1.2058
N 1.4873 0.2400 0.1886
C 1.8661 1.5740 0.7655
C 0.7627 2.5678 0.4735
O 0.9649 3.7391 0.3708
O -0.4493 1.9990 0.4684
C 2.0126 -0.8310 1.0707
C 1.2717 -0.7454 2.3944
O 1.7416 -1.1366 3.4190
O 0.0481 -0.1746 2.3211
H -0.2912 0.3749 -2.6701
H 1.2763 -1.7821 -1.7358
H 1.6809 -0.7301 -3.0964
H 3.0711 -0.0788 -1.1426
H 1.9347 1.1962 -1.6113
H 1.9502 1.4933 1.8497
H 2.8205 1.9002 0.3605
H 1.7975 -1.8010 0.6241
H 3.0850 -0.7136 1.2235
F -2.3116 0.4256 -1.1163
As -3.7827 0.3389 -0.1301
F -2.5104 0.2121 1.2374
F -3.6933 2.0316 0.0505
F -5.0027 0.2247 1.0451
F -4.7947 0.4127 -1.4893
F -3.6572 -1.3739 -0.2280
O -1.8513 -3.8469 -0.0341
C -1.3157 -2.8260 0.0824
N -0.6740 -1.8041 0.1974